Below is a structure of composition C3H2CdO3 in a non-equilibrium geometry, with properties calculated with ωB97M-V/def2-TZVPD.

Calculated values
LUMO energy (alpha / beta): -5.227 / -5.620 eV
energy above the lowest of the compared OMol25 structures with the same formula, charge and spin: 73.0 kcal/mol
Kohn-Sham gap (alpha / beta): 8.60 / 8.94 eV
E_tot: -508.5395 hartree
highest occupied orbital energy (alpha / beta): -13.827 / -14.560 eV

Structure (ORCA input):
```
! wB97M-V def2-TZVPD RIJCOSX def2/J DEFGRID3
* xyz 1 2
O 4.36 -0.24 -0.03
C 3.27 -0.01 0.01
O -0.09 -1.23 0.36
C -1.26 -1.00 0.10
C -1.73 0.40 -0.17
O -0.75 1.29 -0.08
H -2.41 0.42 -1.04
Cd 0.98 0.51 0.03
H -2.39 -0.15 0.82
*
```